1.
Entry from the OMol25 dataset: C2 in the gas phase (ωB97M-V/def2-TZVPD).

Geometry as ORCA input:
```
! RIJCOSX wB97M-V def2-TZVPD def2/J DEFGRID3
* xyz 0 1
C -0.165 0.085 0.895
C 0.165 -0.085 -0.895
*
```

The relative energy (zero: lowest compared OMol25 entry of this formula, charge and spin) comes out at 59.4 kcal/mol. The value obtained for the LUMO energy is -3.1 eV. The HOMO energy is -9.65 eV.

Let us look at the Löwdin charges, expressed in e, one per atom:
1. C 0.00
2. C 0.00

=====

2.
Entry from the OMol25 dataset: 2 unconnected molecules or ions with the total composition C2 (ωB97M-V/def2-TZVPD).

Geometry as ORCA input:
```
! RIJCOSX wB97M-V def2-TZVPD def2/J DEFGRID3
* xyz 0 1
C -0.134 -0.589 1.251
C 0.134 0.589 -1.251
*
```

The relative energy (zero: lowest compared OMol25 entry of this formula, charge and spin) comes out at 180.9 kcal/mol. The value obtained for the LUMO energy is -2.6 eV. The HOMO energy is -7.99 eV.

Let us look at the Löwdin charges, expressed in e, one per atom:
1. C 0.00
2. C 0.00